C24H36NdP2Si | ωB97M-V/def2-TZVPD

The geometry in XYZ format:
```
64
Properties=species:S:1:pos:R:3:forces:R:3:mulliken_spin:R:1
C 0.8648 1.8665 0.2035 -0.751 0.697 0.063 -0.011
C -0.0876 2.0240 -0.8533 -0.024 0.806 0.018 0.010
C -1.3820 2.2604 -0.2807 0.902 0.276 0.437 -0.012
H 0.1468 2.1091 -1.9127 -0.143 -0.251 0.320 0.003
C -1.2441 2.1971 1.1393 0.877 0.697 -0.546 -0.010
C 0.1574 2.0016 1.4332 -0.345 0.716 -0.534 -0.002
H 0.6189 2.1370 2.4049 -0.090 -0.424 -0.155 0.000
H 1.9413 1.7017 0.0865 -0.507 0.101 0.030 0.000
H -2.2926 2.4910 -0.8352 0.287 -0.298 0.154 0.000
H -2.0495 2.2840 1.8632 0.220 0.157 -0.092 0.002
Nd -0.7391 -0.1420 0.3454 -0.495 -2.410 -0.737 3.069
C -1.3816 -3.2213 -5.0435 0.082 -0.135 -0.226 -0.001
H -2.0854 -3.1883 -4.2091 0.136 0.043 -0.116 0.000
H -1.8036 -2.6875 -5.9011 0.076 -0.171 0.150 0.000
H -0.4363 -2.7491 -4.7570 -0.326 -0.095 -0.115 0.000
Si -0.1245 -1.1153 -2.5045 -0.425 0.158 1.846 -0.022
C 1.5601 -1.0739 -3.2507 0.613 -0.315 -0.228 -0.004
C 2.3120 0.1198 -3.2333 0.380 -0.652 -0.530 0.002
H 1.9278 1.0038 -2.7256 0.053 -0.143 -0.139 -0.001
C 3.5503 0.1739 -3.8851 -0.287 -0.181 0.118 0.001
H 4.1158 1.1065 -3.8858 -0.069 -0.288 -0.024 0.000
C 4.0494 -0.9647 -4.5326 0.008 -0.004 0.120 -0.002
H 5.0290 -0.9275 -5.0187 -0.409 0.018 0.109 0.000
C 3.3250 -2.1603 -4.5230 -0.103 0.023 0.207 0.001
H 3.7121 -3.0537 -5.0167 -0.007 0.313 0.128 0.000
C 2.0889 -2.2253 -3.8701 0.415 0.793 -0.050 -0.006
H 1.5272 -3.1566 -3.8429 0.114 0.149 -0.096 -0.001
C -1.2845 -0.0858 -3.5337 -0.332 -0.156 -0.741 -0.002
C -0.8452 0.4510 -4.7630 -0.460 0.406 0.489 0.001
H 0.0997 0.1243 -5.1951 -0.136 0.128 0.163 0.000
C -1.5984 1.4346 -5.4097 -0.220 -0.136 0.083 0.001
H -1.2277 1.8817 -6.3345 -0.171 -0.145 0.254 0.000
C -2.8253 1.8396 -4.8733 0.015 -0.010 0.245 -0.002
H -3.4116 2.6224 -5.3633 0.230 -0.304 0.165 0.000
C -3.3112 1.2436 -3.6989 -0.100 -0.165 -0.097 0.000
H -4.2811 1.5376 -3.2825 0.321 -0.078 -0.290 0.000
C -2.5640 0.2552 -3.0536 0.558 0.676 -0.647 0.000
H -2.9680 -0.2386 -2.1699 0.005 0.060 0.073 -0.002
H -0.6182 -2.5253 -2.3958 0.108 -0.076 -0.231 -0.004
H -1.1821 -4.2670 -5.3085 -0.107 0.253 -0.010 0.000
C -1.7951 -1.7785 4.2549 -0.221 -0.161 0.139 0.000
P -0.9520 -0.4915 3.2702 0.875 0.037 0.820 -0.002
C -1.1146 0.9265 4.3987 -0.222 0.280 0.135 -0.001
C 0.8738 -0.8155 3.5745 -0.290 0.096 0.205 0.003
C 1.4202 -2.0593 2.8554 0.081 -0.733 -0.270 -0.002
P 0.2207 -3.0188 1.7191 1.323 0.070 0.580 -0.001
C 1.3611 -3.3516 0.3120 -0.245 -0.277 -0.213 -0.004
C 0.3813 -4.6441 2.6068 -0.702 -0.018 -0.350 -0.001
H -2.7647 -1.3543 4.5555 0.214 -0.226 -0.073 0.000
H -1.2315 -2.0227 5.1665 -0.120 0.095 -0.226 -0.001
H -1.9806 -2.6963 3.6843 0.059 0.243 0.116 0.000
H -0.7018 0.6834 5.3888 -0.132 0.093 -0.275 0.000
H -0.6131 1.8180 3.9999 -0.188 -0.300 0.215 0.001
H -2.1802 1.1462 4.5038 0.097 0.131 0.106 0.000
H 1.4257 0.0962 3.2707 -0.299 -0.430 0.156 -0.002
H 0.9690 -0.8874 4.6785 0.074 -0.019 -0.602 0.000
H 2.2874 -1.8193 2.2171 -0.252 0.019 0.402 0.000
H 1.7517 -2.8470 3.5622 -0.001 0.728 -0.214 0.000
H 1.9351 -4.2633 0.5320 0.036 0.392 -0.210 0.000
H 0.7557 -3.5099 -0.5846 0.202 -0.110 -0.016 0.001
H 2.0289 -2.5065 0.1126 -0.062 -0.159 0.030 0.001
H 1.4300 -4.9626 2.6692 -0.222 0.214 -0.177 0.000
H -0.0114 -4.5662 3.6232 -0.105 -0.017 -0.131 0.000
H -0.2033 -5.3862 2.0463 0.210 0.021 0.289 0.000
```
Positions in Å, forces in eV/Å.

spin multiplicity = 4
charge = +1
calculated total energy = -2469.44465 a.u.
energy above the lowest of the compared OMol25 structures with the same formula, charge and spin = 0.000 eV
HOMO (alpha / beta) = -9.44 / -9.35 eV